(1)
{"formula": "C14H28N3O3", "method": "ωB97M-V/def2-TZVPD", "elements": ["C", "C", "C", "C", "C", "C", "C", "C", "C", "N", "O", "N", "C", "O", "H", "H", "H", "H", "H", "H", "H", "H", "H", "H", "H", "H", "H", "H", "H", "H", "H", "C", "C", "C", "O", "C", "N", "H", "H", "H", "H", "H", "H", "H", "H", "H", "H", "H"], "positions_angstrom": [[0.32709, -0.48429, 0.08922], [0.81353, -0.12328, -1.35844], [1.44965, 1.32454, -1.47287], [0.55926, 2.29648, -2.30906], [-0.65089, 2.94168, -1.52820], [-0.45396, 3.09983, 0.01679], [0.17909, 4.48060, 0.38665], [1.54624, 4.78623, -0.33090], [1.43339, 6.02446, -1.27804], [1.42273, 5.86572, -2.73197], [1.38412, 7.12718, -0.82645], [-1.88828, 3.20511, 0.57354], [-2.33947, 2.11296, 0.80014], [-3.00753, 1.16068, 0.78497], [0.52548, -1.59086, 0.24474], [-0.77360, -0.36490, 0.13795], [0.85983, 0.05842, 0.89344], [1.62681, -0.85266, -1.60551], [0.02071, -0.26961, -2.12397], [1.77784, 1.72041, -0.49457], [2.38825, 1.16988, -2.07453], [1.20101, 3.10507, -2.73766], [0.17812, 1.70055, -3.17742], [-0.86096, 3.96780, -1.97698], [-1.56610, 2.34380, -1.76411], [0.39504, 4.43834, 1.48162], [-0.53773, 5.33192, 0.22771], [2.26480, 5.11741, 0.45875], [2.01677, 3.91185, -0.82095], [0.81127, 5.06753, -2.92344], [2.37152, 5.63409, -3.02914], [-1.54337, -6.08692, 2.57688], [-1.32535, -5.77089, 1.09963], [0.02917, -5.10321, 0.79979], [0.10892, -3.73637, 1.15915], [0.33129, -3.50086, 2.53755], [-2.44758, -4.95856, 0.61756], [-1.82677, -5.20823, 3.15568], [-2.35239, -6.81195, 2.69111], [-0.64507, -6.51865, 3.02536], [-1.34007, -6.72456, 0.56136], [0.18051, -5.12696, -0.28390], [0.86147, -5.66717, 1.24245], [0.98590, -4.25627, 2.98296], [-0.61869, -3.45488, 3.07379], [0.80768, -2.52425, 2.63703], [-2.35988, -4.84188, -0.38880], [-2.31981, -4.01535, 0.98108]], "total_charge": -1, "homo_lumo_gap_ha": 0.168}

=====

(2)
{"formula": "C14H28O2", "method": "ωB97M-V/def2-TZVPD", "elements": ["C", "C", "C", "C", "C", "C", "C", "C", "C", "C", "C", "C", "C", "C", "O", "O", "H", "H", "H", "H", "H", "H", "H", "H", "H", "H", "H", "H", "H", "H", "H", "H", "H", "H", "H", "H", "H", "H", "H", "H", "H", "H", "H", "H"], "positions_angstrom": [[5.61982, 1.65825, 0.64945], [6.02029, 0.20335, 0.86211], [5.01742, -0.78876, 0.27065], [3.66126, -0.76281, 0.97402], [2.71020, -1.81867, 0.42010], [1.32544, -1.72049, 1.05504], [0.34841, -2.74250, 0.47643], [-1.07248, -2.57756, 1.01902], [-1.80094, -1.35005, 0.46522], [-2.27328, -1.53666, -0.97458], [-3.02264, -0.32309, -1.53260], [-2.13105, 0.90447, -1.77337], [-2.17899, 1.93309, -0.63796], [-3.53617, 2.58255, -0.55524], [-4.11634, 3.12228, -1.45768], [-4.05171, 2.50113, 0.68126], [5.45459, 1.85813, -0.40756], [4.70834, 1.89774, 1.19142], [6.40729, 2.32205, 1.00412], [6.13089, 0.01025, 1.93188], [6.99411, 0.03360, 0.39427], [4.87938, -0.56850, -0.79021], [5.43350, -1.79650, 0.34816], [3.80599, -0.92922, 2.04365], [3.20512, 0.22033, 0.84963], [3.12299, -2.81411, 0.59542], [2.61888, -1.68757, -0.66053], [1.40787, -1.87145, 2.13462], [0.94121, -0.71209, 0.89464], [0.70652, -3.74634, 0.71939], [0.33856, -2.65630, -0.61128], [-1.65491, -3.46949, 0.78244], [-1.02037, -2.49724, 2.10865], [-1.13426, -0.49183, 0.52130], [-2.67074, -1.13912, 1.09221], [-2.93618, -2.40330, -1.01607], [-1.41995, -1.74767, -1.62136], [-3.47358, -0.61735, -2.48170], [-3.83714, -0.05850, -0.85537], [-2.45052, 1.41128, -2.68620], [-1.09833, 0.58212, -1.91730], [-1.95153, 1.48574, 0.32705], [-1.45467, 2.72445, -0.84593], [-4.91863, 2.93436, 0.71969]], "smiles": "CCCCCCCCCCCCCC(=O)O", "homo_lumo_gap_ha": 0.414, "de_lowest_kcal_mol": 2.6}

=====

(3)
{"formula": "C14H28O3S", "method": "ωB97M-V/def2-TZVPD", "elements": ["C", "C", "C", "C", "C", "C", "C", "C", "C", "C", "C", "C", "C", "O", "S", "O", "O", "C", "H", "H", "H", "H", "H", "H", "H", "H", "H", "H", "H", "H", "H", "H", "H", "H", "H", "H", "H", "H", "H", "H", "H", "H", "H", "H", "H", "H"], "positions_angstrom": [[-2.06489, 6.16992, 0.25023], [-2.77069, 5.35913, -0.84188], [-1.82785, 4.89861, -1.95398], [-0.85712, 3.80406, -1.50047], [-1.46746, 2.40723, -1.57017], [-0.58415, 1.33352, -0.94477], [-1.05735, -0.09064, -1.22535], [-0.02965, -1.15359, -0.80432], [-0.63530, -2.46995, -0.27181], [-0.16080, -2.88580, 1.12780], [1.07041, -3.80164, 1.15029], [2.24468, -3.18909, 0.37873], [3.52530, -4.02711, 0.40481], [3.62692, -4.88269, 1.57314], [3.15839, -4.19883, 2.92723], [3.45091, -5.12925, 3.96555], [3.66955, -2.86113, 2.96695], [1.41706, -4.15598, 2.61821], [-1.23446, 6.74460, -0.16504], [-1.65867, 5.53384, 1.03700], [-2.74554, 6.87574, 0.72628], [-3.58200, 5.94752, -1.27464], [-3.24348, 4.48051, -0.39271], [-1.27163, 5.76353, -2.32563], [-2.41557, 4.52581, -2.79848], [-0.54064, 4.00247, -0.47081], [0.05380, 3.82612, -2.10455], [-1.66501, 2.15326, -2.61700], [-2.44197, 2.41211, -1.06938], [0.44248, 1.45283, -1.30958], [-0.54416, 1.48702, 0.13876], [-1.28046, -0.18138, -2.29222], [-2.00260, -0.27025, -0.70457], [0.62194, -0.72174, -0.03968], [0.62192, -1.36858, -1.65441], [-1.72289, -2.37953, -0.25311], [-0.42972, -3.28437, -0.97301], [-0.97350, -3.40256, 1.64574], [0.06596, -1.99386, 1.72141], [0.79770, -4.74276, 0.66296], [2.45026, -2.19050, 0.76465], [1.95082, -3.07713, -0.66511], [3.56666, -4.72870, -0.42511], [4.40782, -3.39015, 0.38074], [1.06811, -5.15454, 2.87638], [0.99687, -3.44612, 3.33091]], "smiles": "CCCCCCCCCC[C@H]1CCOS(=O)(=O)C1", "homo_lumo_gap_ha": 0.423, "de_lowest_kcal_mol": 0.0}

=====

(4)
{"formula": "C14H29BCuF4NO4S", "method": "ωB97M-V/def2-TZVPD", "elements": ["Cu", "C", "C", "C", "C", "C", "C", "N", "O", "C", "C", "C", "H", "H", "H", "H", "H", "H", "H", "H", "H", "H", "H", "H", "H", "H", "H", "H", "H", "H", "B", "F", "F", "F", "F", "C", "O", "H", "H", "H", "C", "C", "C", "S", "O", "O", "C", "H", "H", "H", "H", "H", "H", "H", "H"], "positions_angstrom": [[1.03048, 1.05786, -1.88582], [0.24854, -1.31214, 2.15634], [-0.90516, -0.31346, 2.14185], [-1.15207, -0.00988, 3.61773], [-2.04446, 1.18995, 3.86409], [-1.34644, 2.38607, 3.21675], [-1.12377, 2.19118, 1.70719], [-0.57548, 0.87468, 1.37217], [-0.43582, 0.63756, 0.02927], [-0.01265, 3.20406, 1.32349], [-2.43114, 2.48373, 0.96029], [-2.14926, -1.03448, 1.57415], [-0.04617, -2.32438, 2.45379], [1.12821, -1.03687, 2.74156], [0.65196, -1.38593, 1.13669], [-0.22748, 0.12774, 4.18868], [-1.61169, -0.86304, 4.13926], [-2.20374, 1.35784, 4.93510], [-3.02558, 1.02043, 3.40743], [-0.42093, 2.57134, 3.76189], [-2.00971, 3.25047, 3.33995], [0.59357, 2.83639, 0.48910], [0.71373, 3.38608, 2.11558], [-0.45769, 4.14442, 0.97504], [-3.29400, 1.87159, 1.21834], [-2.27062, 2.42447, -0.11828], [-2.65662, 3.54853, 1.11877], [-2.44370, -1.80891, 2.30038], [-1.98791, -1.52342, 0.61553], [-3.02641, -0.38827, 1.51070], [-0.36027, 1.64402, -4.33477], [-0.70262, 2.96131, -4.01276], [-0.96886, 1.28708, -5.54335], [1.06455, 1.54260, -4.47324], [-0.71300, 0.76296, -3.27990], [3.53168, 3.21225, -1.50800], [2.67231, 2.28045, -0.94848], [3.02854, 3.74781, -2.33004], [3.88275, 3.92212, -0.73808], [4.44374, 2.76586, -1.95470], [0.27369, -4.39850, -1.75156], [0.51573, -3.82603, -3.15663], [1.99148, -3.43359, -3.19169], [2.15640, -2.51243, -1.62945], [1.60909, -1.22261, -1.92149], [3.46788, -2.73556, -1.04652], [0.89910, -3.48252, -0.72812], [0.70685, -5.40443, -1.72135], [-0.78279, -4.58642, -1.54611], [-0.09953, -2.92863, -3.28192], [0.19899, -4.44903, -3.99386], [2.31393, -2.70782, -3.93367], [2.62893, -4.31564, -3.12362], [0.31019, -2.66122, -0.31181], [1.42324, -4.02564, 0.05412]], "total_charge": -2, "homo_lumo_gap_ha": 0.124, "de_lowest_kcal_mol": 11.1}

=====

| no. | strongest force on any atom (Eh/bohr) | HOMO level (hartree) | DFT total energy (eV) |
| --- | --- | --- | --- |
| 1 | 0.0439 | -0.0728 | -25582.517 |
| 2 | 0.0131 | -0.3848 | -19068.394 |
| 3 | 0.0030 | -0.3952 | -31949.919 |
| 4 | 0.0445 | 0.0254 | -91692.859 |